88
Properties=species:S:1:pos:R:3 method="wB97M-V/def2-TZVPD" relative_energy_kj_mol=0.16 orbital_gap_ev="5.66 / 5.98" homo_energy_ev="-0.896 / -1.217" largest_force_ev_per_a=0.1 total_charge=-2 spin_multiplicity=2
Pd -0.66 0.03 -0.78
C -2.82 -1.94 0.28
N -1.68 -1.97 1.19
C -2.03 -1.57 2.52
C -0.89 -3.14 1.04
C -0.97 -4.18 1.95
C -0.22 -5.35 1.81
C 0.58 -5.48 0.70
C 0.70 -4.44 -0.22
C 0.02 -3.21 -0.07
N 0.13 -2.15 -0.91
C 1.13 -2.06 -1.85
C 2.46 -2.46 -1.67
C 3.44 -2.21 -2.62
C 3.14 -1.54 -3.79
C 1.82 -1.11 -3.99
C 0.83 -1.35 -3.05
N -0.48 -0.82 -3.20
C -1.52 -1.83 -3.40
C -0.65 0.29 -4.11
H -3.61 -2.64 0.61
H -2.50 -2.22 -0.72
H -3.23 -0.93 0.23
H -2.83 -2.19 2.97
H -2.39 -0.54 2.49
H -1.16 -1.61 3.17
H -1.64 -4.07 2.80
H -0.30 -6.14 2.55
H 1.15 -6.39 0.53
H 1.34 -4.58 -1.08
H 2.74 -2.93 -0.74
H 4.47 -2.51 -2.42
H 3.90 -1.33 -4.53
H 1.58 -0.56 -4.89
H -1.50 -2.22 -4.43
H -2.49 -1.36 -3.21
H -1.37 -2.65 -2.70
H -0.57 -0.01 -5.17
H 0.10 1.05 -3.90
H -1.63 0.72 -3.93
C 1.56 -1.72 4.59
C 1.14 -0.42 4.85
C 0.92 0.46 3.80
C 1.10 0.08 2.47
C 1.53 -1.23 2.24
C 1.75 -2.13 3.28
Ge 0.72 1.18 0.84
C 2.62 1.48 0.26
C 3.00 1.19 -1.05
C 4.32 1.32 -1.47
C 5.30 1.75 -0.58
C 4.95 2.03 0.74
C 3.63 1.89 1.15
C 0.28 2.94 1.69
C 1.03 4.10 1.55
C 0.63 5.31 2.11
C -0.55 5.38 2.84
C -1.32 4.23 3.00
C -0.91 3.04 2.43
H 1.71 -2.42 5.41
H 0.99 -0.09 5.87
H 0.59 1.47 4.02
H 1.67 -1.57 1.22
H 2.05 -3.15 3.06
H 2.25 0.84 -1.75
H 4.58 1.08 -2.49
H 6.33 1.85 -0.90
H 5.71 2.35 1.44
H 3.37 2.09 2.18
H 1.95 4.07 0.98
H 1.24 6.20 1.97
H -0.87 6.32 3.28
H -2.25 4.28 3.56
H -1.54 2.16 2.54
F -3.47 1.70 0.76
C -4.23 2.01 -0.29
F -5.22 1.09 -0.34
F -4.82 3.20 -0.02
C -3.40 1.98 -1.62
O -2.63 0.91 -1.69
C -2.57 3.31 -1.71
F -1.99 3.60 -0.54
F -1.61 3.22 -2.62
F -3.32 4.39 -2.05
C -4.42 1.97 -2.82
F -3.80 2.31 -3.97
F -4.93 0.75 -3.01
F -5.47 2.81 -2.68